No. 1
15
Properties=species:S:1:pos:R:3 method="wB97M-V/def2-TZVPD" homo_energy_ev=-13.59 charge=+1 homo_lumo_gap_ha=0.3375
C -0.4125 -1.7122 0.4051
N 0.4599 -0.8062 0.6925
N -0.7594 -2.6123 1.3024
N 1.5438 1.1736 0.0868
N -0.5402 2.1856 -1.0417
N 0.7944 0.1635 -0.3529
O -0.7305 0.8975 -0.9925
H -0.9114 -1.7532 -0.5641
H -1.4550 -3.3129 1.1073
H -0.3254 -2.5961 2.2136
H 1.2571 2.0544 -0.3903
H 1.4688 1.2715 1.1014
H -0.4453 2.5767 -1.9786
H -1.0521 2.7339 -0.3558
H 1.1079 -0.2637 -1.2331

---

No. 2
11
Properties=species:S:1:pos:R:3 method="wB97M-V/def2-TZVPD" homo_energy_ev=-14.81 charge=+1 homo_lumo_gap_ha=0.3926
N 1.0050 -1.7832 -0.6264
H 1.8198 -1.1846 -0.7261
H 1.2393 -2.7139 -0.9820
H 0.1166 -1.4093 -0.9683
H 0.8444 -2.0697 0.3444
C -0.7049 1.7630 0.3203
O -0.4721 0.3172 0.3736
H -1.5535 1.9135 -0.3415
H 0.1680 2.2697 -0.0637
H -0.9319 2.1422 1.3141
H -1.1023 0.1482 1.0855

---

No. 3
12
Properties=species:S:1:pos:R:3 method="wB97M-V/def2-TZVPD" homo_energy_ev=-16.27 charge=+1 homo_lumo_gap_ha=0.4603
O 2.1163 -1.1225 -0.1814
H 0.4486 -0.5613 0.3177
H 2.8010 -1.7412 0.2955
H 2.4594 -0.6048 -0.9515
N -0.5856 -0.5440 -0.0360
C -1.1599 0.7947 -0.0814
O -0.7123 1.5542 1.0269
H -1.0681 -0.9024 0.8381
H -0.8398 -1.0206 -0.9524
H -1.0720 1.2359 -1.0391
H -2.2859 0.7235 0.1432
H -0.1017 2.1885 0.6203

---

No. 4
13
Properties=species:S:1:pos:R:3 method="wB97M-V/def2-TZVPD" homo_energy_ev=-3.54 charge=-1 homo_lumo_gap_ha=0.2873
N -0.1255 0.7203 2.1824
C 0.2103 0.9855 0.7538
O 0.3386 -0.1200 0.0004
H 0.6745 0.2379 2.5722
H -0.8746 0.0376 2.1144
H 1.1482 1.5888 0.7768
H -0.5263 1.7305 0.3793
H 1.5593 -0.1310 -3.2658
H 0.8195 0.0779 -2.0198
O 0.6906 0.1774 -2.9821
H -0.6709 -1.3182 -0.3368
H -2.0613 -1.8094 -0.0885
O -1.1824 -2.1773 -0.0862